18
Properties=species:S:1:pos:R:3 method="wB97M-V/def2-TZVPD" lumo_ev=1.1 total_charge=0 gap_ev=9.6 e_tot_ev=-7321.41121
C -1.761 1.408 -0.729
C -0.937 0.343 0.000
N -0.881 0.696 1.467
C 0.402 0.183 -0.659
C 1.742 -0.618 -0.305
N 1.583 -1.946 0.162
H -1.633 1.379 -1.813
H -1.501 2.427 -0.409
H -2.803 1.397 -0.409
H -1.613 -0.520 -0.081
H -1.716 1.196 1.754
H -0.889 -0.231 1.876
H 0.211 -0.496 -1.504
H 0.775 1.058 -1.206
H 2.346 -0.013 0.407
H 2.259 -0.396 -1.243
H 0.830 -2.214 0.746
H 2.354 -2.560 0.062